[1]
# C4H5NS

An isolated molecule of C4H5NS in a non-equilibrium geometry (ωB97M-V/def2-TZVPD, the Open Molecules 2025 dataset).

Geometry as XYZ:
```
11
Properties=species:S:1:pos:R:3:forces:R:3:nbo_charge:R:1
N 2.709 -0.610 1.804 -2.31 0.22 -1.32 -0.310
C 1.785 -0.535 1.090 2.05 -0.32 0.76 0.282
C 0.828 -0.486 -0.050 0.77 -0.14 0.37 -0.525
C -0.465 0.179 0.286 -0.59 1.39 -0.16 -0.271
C -1.502 0.438 -0.758 -0.31 -0.98 -0.65 -0.517
S -0.717 1.937 -0.240 0.68 0.15 0.27 0.116
H 0.629 -1.513 -0.374 0.21 0.07 -0.01 0.253
H 1.380 0.060 -0.824 -0.35 -0.23 -0.13 0.269
H -0.779 0.063 1.313 -0.29 -0.27 -0.07 0.242
H -1.327 0.086 -1.806 -0.02 0.32 1.06 0.229
H -2.541 0.380 -0.442 0.15 -0.22 -0.13 0.233
```
Forces are in eV/Å.

Values from the calculation:
Frontier orbital gap in eV: 10.00
F_max in eV/A: 2.67
SMILES: N#CC[C@@H]1CS1
Energy relative to the best compared isomer or geometry (same formula, charge and spin) in eV: 0.8249

[2]
# C4H5NS2

An isolated molecule of C4H5NS2 in a non-equilibrium geometry (ωB97M-V/def2-TZVPD, the Open Molecules 2025 dataset).

Geometry as XYZ:
```
12
Properties=species:S:1:pos:R:3:forces:R:3:nbo_charge:R:1
C 0.106 1.269 -0.415 1.44 -2.15 2.21 -0.201
C 1.401 0.902 -0.446 1.51 0.30 -0.48 -0.388
C -0.870 -0.887 0.032 1.43 0.11 1.72 0.096
C -0.877 0.538 0.480 0.52 0.13 0.50 -0.496
N -0.009 -1.732 0.411 -0.14 2.13 -0.09 -0.522
S 0.440 -3.200 0.354 0.39 -2.10 -0.07 0.289
S 2.004 -0.254 0.701 -0.02 0.35 -0.24 0.114
H -0.227 1.833 -1.179 -1.40 2.05 -2.33 0.203
H 2.170 1.267 -1.247 -1.73 -0.57 1.52 0.238
H -1.579 -1.195 -0.637 -1.95 -0.84 -1.72 0.185
H -0.686 0.542 1.578 0.45 0.27 -0.77 0.253
H -1.874 0.916 0.368 -0.51 0.32 -0.25 0.228
```
Forces are in eV/Å.

Values from the calculation:
Frontier orbital gap (alpha / beta) in eV: 6.63 / 6.99
F_max in eV/A: 3.41
Energy relative to the best compared isomer or geometry (same formula, charge and spin) in eV: 3.8890

[3]
# C4H5NS2

An isolated molecule of C4H5NS2 in a non-equilibrium geometry (ωB97M-V/def2-TZVPD, the Open Molecules 2025 dataset).

Geometry as XYZ:
```
12
Properties=species:S:1:pos:R:3:forces:R:3:nbo_charge:R:1
S 3.052 -0.236 -0.062 -0.73 -0.63 0.48 0.034
C 1.700 -1.163 0.057 1.44 0.92 -1.56 -0.276
C 0.370 -0.629 -0.002 -0.49 -1.16 0.93 0.135
N -0.574 -1.512 -0.029 0.21 0.08 -0.17 -0.495
S -2.098 -0.843 0.017 0.18 0.48 0.04 0.462
C -1.439 0.854 -0.220 0.41 -0.56 0.15 -0.537
C 0.002 0.791 0.256 -0.42 -0.70 0.15 -0.477
H 1.736 -2.227 -0.120 0.13 -0.34 0.46 0.220
H -1.483 1.071 -1.261 -0.04 0.18 -0.96 0.215
H -1.993 1.582 0.297 -0.91 0.80 0.72 0.230
H 0.670 1.442 -0.296 0.03 0.40 0.37 0.255
H 0.059 0.870 1.364 0.18 0.54 -0.60 0.233
```
Forces are in eV/Å.

Values from the calculation:
Frontier orbital gap in eV: 7.54
F_max in eV/A: 2.31
SMILES: S=CC1=NSCC1
Energy relative to the best compared isomer or geometry (same formula, charge and spin) in eV: 1.3416

[4]
# C4H5O2Yb

A structure of composition C4H5O2Yb in a non-equilibrium geometry (ωB97M-V/def2-TZVPD, the Open Molecules 2025 dataset).

Geometry as XYZ:
```
12
Properties=species:S:1:pos:R:3:forces:R:3:nbo_charge:R:1
H 0.119 -1.044 1.847 0.06 0.07 -0.06 0.483
O -0.821 -1.141 2.020 -0.47 -0.10 0.14 -0.693
C -1.518 -0.107 1.357 0.30 0.91 -0.44 -0.142
C -2.959 -0.203 1.636 -2.16 -1.82 0.51 0.032
C -4.061 -0.712 1.915 2.37 1.40 0.23 -0.147
H -1.366 -0.156 0.265 -0.13 0.02 0.25 0.208
H -1.173 0.887 1.689 -0.05 -0.22 -0.09 0.200
H -4.786 -1.320 2.436 0.00 0.49 -0.49 0.265
C -4.544 1.457 1.633 -2.27 1.54 0.10 -0.119
O -4.183 2.468 2.369 -0.64 -0.31 0.04 -0.898
Yb -6.353 3.006 2.921 2.16 -1.42 -0.78 1.666
H -4.382 1.559 0.537 0.84 -0.57 0.59 0.146
```
Forces are in eV/Å.

Values from the calculation:
Frontier orbital gap in eV: 4.94
Net charge: +1
F_max in eV/A: 2.87
Energy relative to the best compared isomer or geometry (same formula, charge and spin) in eV: 3.4473

[5]
# C4H5O3

The ion C4H5O3 with charge +1 in a non-equilibrium geometry (ωB97M-V/def2-TZVPD, the Open Molecules 2025 dataset).

Geometry as XYZ:
```
12
Properties=species:S:1:pos:R:3:forces:R:3:nbo_charge:R:1
C 1.402 -0.448 0.264 -0.29 -2.20 -1.77 0.686
C -0.180 1.136 0.388 -1.24 -1.54 2.38 -0.092
C -1.314 0.096 0.105 -0.33 -0.21 1.84 -0.191
C 1.203 -1.058 -0.881 1.29 0.39 1.30 0.165
O 0.954 0.380 1.026 -0.79 2.68 2.00 -0.372
O -0.906 -0.830 -0.775 -1.26 -0.66 -0.06 -0.213
O 1.802 -1.707 0.348 0.77 -0.41 -0.26 -0.300
H 0.074 1.572 -0.522 1.02 0.82 -1.41 0.220
H -0.367 1.846 1.175 -0.51 0.38 -0.11 0.253
H -1.740 -0.516 1.092 1.03 1.36 -2.05 0.309
H -2.209 0.574 -0.315 -0.19 0.25 0.29 0.272
H 1.281 -1.045 -1.903 0.49 -0.85 -2.14 0.262
```
Forces are in eV/Å.

Values from the calculation:
Frontier orbital gap (alpha / beta) in eV: 9.40 / 8.40
Net charge: +1
F_max in eV/A: 3.43
<S²>: 2.011
Spin multiplicity: 3
Energy relative to the best compared isomer or geometry (same formula, charge and spin) in eV: 2.1204

[6]
# C4H5O3S

The ion C4H5O3S with charge -1 in a non-equilibrium geometry (ωB97M-V/def2-TZVPD, the Open Molecules 2025 dataset).

Geometry as XYZ:
```
13
Properties=species:S:1:pos:R:3:forces:R:3:nbo_charge:R:1
C 0.765 -1.506 -0.144 -2.70 2.71 -0.64 -0.467
C -0.031 -0.425 -0.227 -1.92 2.23 0.57 0.081
C -0.353 0.855 0.468 0.52 1.37 -3.14 -0.504
C -1.472 0.571 -0.530 2.83 -1.91 -0.74 -0.507
S -2.980 -0.075 0.053 0.21 -1.38 1.64 2.412
O -4.001 0.899 -0.292 0.10 0.39 0.18 -1.019
O -3.106 -1.338 -0.627 -0.61 -0.84 -0.94 -1.034
O -2.702 -0.291 1.484 -0.62 0.71 -0.24 -1.050
H 1.576 -1.482 0.516 1.16 -0.20 0.84 0.189
H 0.412 -2.358 -0.631 0.11 -1.51 -0.85 0.206
H -0.778 0.800 1.409 -0.28 -0.24 2.18 0.261
H 0.116 1.834 0.210 0.30 -0.94 0.46 0.197
H -1.653 1.098 -1.491 0.90 -0.38 0.66 0.235
```
Forces are in eV/Å.

Values from the calculation:
Frontier orbital gap in eV: 8.72
Net charge: -1
F_max in eV/A: 3.87
SMILES: C=C1C[C@@H]1S(=O)(=O)[O-]
Energy relative to the best compared isomer or geometry (same formula, charge and spin) in eV: 3.0838